Entry 1:
ORCA calculation (ωB97M-V with the def2-TZVPD basis set) on an isolated molecule of C8H6BrNO.

Computed properties:
SMILES = O=C1C=CC=C/C1=C/N=C\Br
gap between HOMO and LUMO (alpha / beta) = 7.44 / 7.44 eV

Geometry as ORCA input:
```
! RIJCOSX wB97M-V def2-TZVPD def2/J DEFGRID3
* xyz 0 1
O 1.193 2.081 0.683
C 0.365 1.305 0.218
C -0.823 1.770 -0.479
C -1.784 0.928 -0.910
C -1.673 -0.481 -0.718
C -0.581 -1.000 -0.118
C 0.489 -0.165 0.341
C 1.607 -0.757 0.862
N 2.655 -0.155 1.418
C 3.821 0.162 1.187
Br 4.707 -0.022 -0.523
H -0.899 2.839 -0.612
H -2.662 1.310 -1.411
H -2.471 -1.121 -1.062
H -0.483 -2.068 0.021
H 1.622 -1.841 0.955
H 4.450 0.613 1.939
*
```


Entry 2:
ORCA calculation (ωB97M-V with the def2-TZVPD basis set) on C12H27IN3O7S2 as an isolated structure.

Computed properties:
gap between HOMO and LUMO = 8.23 eV

Geometry as ORCA input:
```
! RIJCOSX wB97M-V def2-TZVPD def2/J DEFGRID3
* xyz -1 1
C -3.744 -2.454 0.319
C -2.554 -2.140 1.251
C -2.693 -0.851 2.114
I -4.697 -0.349 2.737
S -1.806 0.545 1.291
O -1.934 1.689 2.244
O -0.409 0.041 1.130
N -2.623 0.874 -0.133
S -1.682 1.881 -1.100
O -0.647 2.622 -0.331
O -2.542 2.765 -1.935
C -0.801 0.769 -2.266
C -0.436 1.470 -3.610
C -1.598 1.287 -4.608
O 0.715 0.832 -4.155
H -4.692 -2.628 0.843
H -3.823 -1.710 -0.485
H -3.499 -3.412 -0.180
H -2.295 -2.974 1.916
H -1.680 -2.002 0.599
H -2.113 -1.012 3.031
H -1.527 -0.030 -2.501
H 0.046 0.272 -1.770
H -0.242 2.535 -3.399
H -2.565 1.343 -4.091
H -1.487 0.288 -5.060
H -1.520 2.076 -5.368
H 1.383 0.842 -3.473
C 1.634 3.440 1.490
C 2.961 3.213 2.164
O 3.444 2.101 2.318
N 3.639 4.310 2.614
C 3.243 5.701 2.530
H 1.209 2.487 1.188
H 0.939 3.921 2.180
H 1.764 4.059 0.600
H 4.517 4.087 3.053
H 4.001 6.254 1.969
H 3.181 6.116 3.540
H 2.283 5.814 2.039
C 1.214 -3.054 0.485
C 0.492 -4.372 0.362
O -0.702 -4.485 0.592
N 1.217 -5.461 -0.020
C 2.630 -5.531 -0.335
H 0.512 -2.283 0.796
H 2.004 -3.124 1.235
H 1.640 -2.765 -0.477
H 0.671 -6.304 -0.081
H 2.750 -5.885 -1.361
H 3.111 -6.243 0.340
H 3.111 -4.564 -0.234
*
```


Entry 3:
ORCA calculation (ωB97M-V with the def2-TZVPD basis set) on a 6-piece molecular cluster, H12O6 overall.

Computed properties:
SMILES = O.O.O.O.O.O
gap between HOMO and LUMO = 10.70 eV

Geometry as ORCA input:
```
! RIJCOSX wB97M-V def2-TZVPD def2/J DEFGRID3
* xyz 0 1
O -1.089 -1.928 -0.286
H -0.368 -2.239 0.358
H -1.737 -1.828 0.206
O -0.214 0.654 0.363
H -0.554 -0.172 -0.123
H 0.603 0.390 0.530
O -0.770 -2.162 -3.180
H -1.651 -1.985 -3.575
H -0.993 -1.957 -2.208
O -1.361 0.301 2.899
H -1.089 0.557 2.025
H -1.049 -0.678 2.930
O 2.709 0.443 0.710
H 2.861 0.820 -0.245
H 3.398 0.344 1.411
O 0.482 3.173 -0.929
H 0.880 3.841 -0.376
H -0.062 2.417 -0.515
*
```


Entry 4:
ORCA calculation (ωB97M-V with the def2-TZVPD basis set) on C47H37F6N5O4P2S3Ti as an isolated structure.

Computed properties:
<S²> = 2.0136
gap between HOMO and LUMO (alpha / beta) = 5.87 / 6.39 eV

Geometry as ORCA input:
```
! RIJCOSX wB97M-V def2-TZVPD def2/J DEFGRID3
* xyz 0 3
Ti -3.399 -0.778 -1.313
F -2.321 3.937 -3.348
C -2.459 2.591 -3.427
F -3.044 2.239 -4.600
F -1.238 1.995 -3.408
S -3.746 1.673 -2.026
O -2.635 1.177 -1.068
O -4.068 0.445 -2.827
N -4.943 1.868 -0.814
S -5.940 0.671 -0.479
O -5.377 -0.742 -0.790
O -6.421 0.827 0.845
C -7.378 0.732 -1.653
F -8.165 -0.273 -1.304
F -7.036 0.578 -2.946
F -8.027 1.875 -1.549
S -2.105 -5.227 -7.239
N -1.092 -4.358 -6.334
C -1.746 -3.955 -5.231
C -1.187 -2.972 -4.359
C 0.086 -2.370 -4.434
C 0.375 -1.385 -3.470
C -0.563 -1.143 -2.444
N -1.828 -1.664 -2.434
C -2.147 -2.579 -3.409
C -3.581 -2.963 -3.360
N -4.253 -2.520 -2.270
C -5.587 -2.800 -2.187
C -6.204 -3.482 -3.246
C -5.508 -4.031 -4.312
C -4.123 -3.837 -4.311
C -3.112 -4.242 -5.307
N -3.477 -4.914 -6.427
H 0.749 -2.644 -5.227
H 1.232 -0.706 -3.351
H -0.273 -0.480 -1.655
H -6.061 -2.724 -1.190
H -7.287 -3.480 -3.218
H -5.976 -4.638 -5.088
C 3.045 1.124 3.017
C 2.675 -0.243 2.405
P 4.146 -0.772 1.335
C 3.717 -2.477 0.904
C 4.413 -2.996 -0.238
C 3.967 -4.168 -0.750
C 2.850 -4.836 -0.275
C 2.292 -4.436 0.945
C 2.667 -3.181 1.532
C 5.250 -0.872 2.827
C 6.449 -0.177 2.892
C 7.183 -0.067 4.107
C 6.845 -0.909 5.148
C 5.655 -1.631 5.158
C 4.878 -1.664 3.985
C 1.991 2.142 2.751
P 1.941 2.864 0.943
C 0.337 3.742 1.099
C -0.521 3.746 2.190
C -1.888 4.091 2.021
C -2.404 4.520 0.797
C -1.468 4.775 -0.246
C -0.167 4.379 -0.116
C 3.153 4.197 1.024
C 4.440 4.149 0.440
C 5.182 5.344 0.423
C 4.709 6.522 0.921
C 3.527 6.521 1.613
C 2.741 5.404 1.653
H 4.034 1.477 2.705
H 3.151 0.960 4.136
H 1.734 -0.145 1.840
H 2.452 -1.013 3.127
H 5.293 -2.457 -0.691
H 4.534 -4.589 -1.589
H 2.441 -5.689 -0.798
H 1.489 -4.990 1.327
H 2.135 -2.794 2.386
H 6.807 0.230 1.951
H 7.991 0.583 4.281
H 7.611 -1.085 5.951
H 5.539 -2.258 6.009
H 4.051 -2.367 3.830
H 2.251 3.050 3.336
H 0.976 1.706 2.959
H -0.171 3.608 3.205
H -2.555 3.933 2.895
H -3.470 4.536 0.628
H -1.781 5.324 -1.114
H 0.590 4.707 -0.848
H 4.780 3.216 0.022
H 6.099 5.363 -0.131
H 5.270 7.473 0.682
H 3.119 7.435 2.016
H 1.801 5.548 2.160
C -1.722 -1.858 3.057
C -2.535 -0.707 2.979
C -2.989 -0.177 1.749
C -2.788 -1.004 0.586
C -2.108 -2.203 0.738
C -1.559 -2.664 1.937
H -1.286 -2.204 3.986
H -2.741 -0.099 3.858
H -3.365 0.832 1.721
H -1.878 -2.897 -0.150
H -0.945 -3.577 1.972
*
```